Computed, not measured: a cluster of 12 separate species, C54H142N10O19 in total at a distorted geometry, with ωB97M-V/def2-TZVPD.

Element x y z (Å)
C 0.107 -2.466 -4.924
O -1.322 -2.609 -4.640
C -1.658 -3.697 -3.765
C -3.141 -3.521 -3.369
C -3.246 -2.234 -2.428
N -3.502 -4.688 -2.532
H 0.685 -2.614 -3.979
H 0.146 -1.456 -5.337
H 0.506 -3.181 -5.639
H -1.591 -4.758 -4.201
H -0.960 -3.682 -2.914
H -3.686 -3.234 -4.266
H -2.844 -1.370 -2.957
H -2.672 -2.347 -1.516
H -4.280 -2.049 -2.151
H -4.391 -4.424 -2.098
H -3.724 -5.489 -3.130
C -0.594 -9.989 1.752
O -0.262 -8.571 1.874
C -1.463 -7.766 1.792
C -1.185 -6.355 1.216
C -0.002 -5.748 1.994
N -2.332 -5.461 1.413
H 0.267 -10.528 1.962
H -0.856 -10.265 0.774
H -1.306 -10.215 2.490
H -2.236 -8.335 1.276
H -1.877 -7.690 2.870
H -0.883 -6.611 0.213
H 0.646 -6.581 2.151
H -0.359 -5.380 2.994
H 0.530 -4.972 1.519
H -2.053 -4.524 1.192
H -2.966 -5.566 0.642
C 0.280 -1.160 -2.005
O -0.253 0.094 -1.511
C 0.236 0.357 -0.251
C -0.467 1.460 0.441
C 0.177 1.840 1.727
N -1.908 1.325 0.529
H 1.278 -1.073 -2.440
H -0.508 -1.605 -2.598
H 0.470 -1.870 -1.196
H 0.040 -0.553 0.380
H 1.345 0.578 -0.352
H -0.318 2.345 -0.228
H -0.152 2.861 1.993
H 1.260 1.940 1.437
H -0.040 1.201 2.570
H -2.188 0.772 1.354
H -2.244 0.692 -0.179
C 3.655 0.654 0.863
O 4.999 0.350 1.225
C 5.397 1.043 2.347
C 6.977 1.109 2.459
C 7.766 -0.208 2.320
N 7.258 1.763 3.730
H 3.542 1.690 0.622
H 2.867 0.349 1.607
H 3.451 0.079 -0.059
H 4.979 2.060 2.403
H 4.961 0.562 3.266
H 7.267 1.741 1.633
H 8.801 0.060 2.193
H 7.449 -0.836 1.404
H 7.617 -0.852 3.191
H 6.981 2.780 3.628
H 8.244 1.730 3.864
C -1.696 0.941 -4.557
O -2.260 1.974 -5.388
C -1.875 1.890 -6.716
C -2.021 3.199 -7.416
C -1.518 3.147 -8.863
N -1.319 4.230 -6.682
H -2.028 -0.060 -4.860
H -2.140 1.098 -3.575
H -0.640 1.104 -4.526
H -0.788 1.593 -6.667
H -2.361 1.130 -7.268
H -3.050 3.495 -7.447
H -0.651 2.489 -8.926
H -1.198 4.083 -9.244
H -2.288 2.833 -9.611
H -1.571 4.213 -5.689
H -0.330 3.978 -6.711
C 6.043 1.202 -2.489
O 5.564 -0.140 -2.385
C 4.628 -0.623 -3.369
C 4.530 -2.127 -3.088
N 3.839 -2.269 -1.801
C 3.806 -3.609 -1.312
C 2.511 -4.362 -1.730
O 2.599 -4.839 -3.088
C 1.483 -5.656 -3.458
H 5.236 1.779 -2.857
H 6.779 1.278 -3.295
H 6.361 1.543 -1.525
H 5.056 -0.457 -4.386
H 3.663 -0.149 -3.201
H 5.567 -2.467 -3.106
H 3.997 -2.576 -3.925
H 4.487 -1.757 -1.205
H 3.906 -3.741 -0.231
H 4.565 -4.290 -1.770
H 1.632 -3.715 -1.625
H 2.380 -5.305 -1.041
H 0.630 -5.004 -3.473
H 1.388 -6.387 -2.686
H 1.765 -6.109 -4.394
C -5.746 2.571 4.801
O -6.062 2.440 3.421
C -4.953 2.683 2.579
C -5.419 2.962 1.243
N -4.262 3.370 0.424
C -4.511 3.268 -0.996
C -3.201 3.407 -1.801
O -2.321 4.483 -1.626
C -2.975 5.735 -1.929
H -5.652 3.630 5.027
H -4.722 2.161 4.915
H -6.497 2.072 5.465
H -4.319 1.746 2.637
H -4.354 3.613 2.872
H -6.138 3.809 1.225
H -6.001 2.112 0.812
H -3.404 2.808 0.595
H -5.202 4.013 -1.326
H -4.868 2.278 -1.400
H -3.530 3.340 -2.869
H -2.546 2.503 -1.602
H -3.785 5.929 -1.255
H -3.262 5.740 -3.011
H -2.205 6.455 -1.853
C -3.353 -1.726 11.191
O -2.396 -0.856 10.732
C -1.291 -1.518 10.164
C -0.275 -0.489 9.651
N -0.744 0.132 8.400
C -1.527 1.320 8.606
C -1.314 2.339 7.501
O -2.208 2.138 6.390
C -1.844 2.995 5.345
H -4.276 -1.237 11.479
H -3.028 -2.256 12.031
H -3.589 -2.499 10.372
H -1.659 -2.236 9.442
H -0.832 -2.096 10.949
H 0.604 -1.043 9.413
H -0.149 0.324 10.425
H 0.086 0.261 7.784
H -1.338 1.933 9.463
H -2.557 1.036 8.616
H -0.342 2.253 7.068
H -1.547 3.394 7.817
H -2.514 2.906 4.442
H -0.796 2.907 4.921
H -1.993 4.052 5.592
C 2.281 -2.596 1.993
O 1.234 -2.158 2.813
C 1.272 -2.550 4.132
C -0.166 -2.175 4.602
N -0.552 -0.851 4.319
C -1.915 -0.434 4.747
C -3.090 -1.209 4.180
O -3.272 -1.088 2.774
C -3.048 -2.310 2.078
H 1.986 -2.232 1.010
H 2.391 -3.640 1.975
H 3.211 -2.030 2.217
H 2.020 -1.902 4.632
H 1.496 -3.622 4.360
H -0.259 -2.370 5.692
H -0.820 -2.897 4.089
H -0.480 -0.612 3.326
H -1.875 0.581 4.306
H -2.082 -0.371 5.840
H -4.053 -0.872 4.604
H -3.041 -2.261 4.566
H -3.274 -2.179 1.027
H -3.722 -3.021 2.500
H -2.043 -2.654 2.158
C -0.251 -1.409 -9.399
O 0.597 -0.479 -8.826
C 1.925 -1.033 -8.663
C 2.835 0.022 -7.996
N 2.261 0.490 -6.728
C 3.191 1.354 -5.931
C 2.423 1.879 -4.707
O 1.288 2.700 -5.070
C 0.835 3.208 -3.811
H -0.706 -2.241 -8.743
H 0.203 -1.809 -10.276
H -1.153 -0.869 -9.683
H 2.334 -1.225 -9.656
H 1.841 -1.943 -8.120
H 2.969 0.863 -8.755
H 3.780 -0.434 -7.835
H 1.479 1.076 -6.969
H 3.450 2.297 -6.502
H 4.094 0.793 -5.726
H 3.213 2.496 -4.237
H 2.105 1.028 -4.113
H 0.580 2.405 -3.102
H -0.090 3.708 -4.103
H 1.509 4.010 -3.399
O -3.395 6.037 1.282
C -2.758 6.074 2.528
C -1.505 5.366 2.393
O -0.701 5.731 1.252
H -3.776 5.170 1.026
H -2.632 7.146 2.709
H -3.280 5.502 3.301
H -1.799 4.286 2.213
H -0.915 5.511 3.273
H -1.405 5.775 0.559
O 2.289 6.125 1.011
C 2.836 5.430 -0.072
C 3.750 4.245 0.427
O 4.899 4.731 1.102
H 1.386 5.800 1.305
H 2.083 5.026 -0.785
H 3.416 6.199 -0.646
H 4.200 3.692 -0.415
H 3.097 3.632 1.052
H 4.716 5.468 1.687

Force components x, y, z for each atom (eV/Å):
-1.1046 -0.0370 0.8942
0.9340 -1.2119 0.0088
-0.4615 -0.4847 -0.8850
1.9465 1.7838 2.3145
0.1035 -0.9436 -1.0794
-1.0246 0.4403 -0.9715
-0.2633 0.4018 -0.7806
0.5991 -0.1087 0.1944
-0.3436 -0.2580 -0.2648
0.2899 1.4025 -0.0522
-0.4366 -0.0286 0.1710
-0.4520 -0.7359 -0.1997
-0.1702 0.0186 -0.0418
0.2082 -0.3071 0.1986
-0.2115 0.0943 -0.0425
0.2415 -0.3915 0.0729
0.1500 0.2151 0.2324
0.6561 2.6844 0.5093
-0.8976 -0.5143 -0.9319
-0.3606 -0.2202 2.6399
0.5760 -0.3795 1.5435
-1.4030 -1.0073 1.1778
-0.1452 -0.5193 -0.8296
1.8299 -0.8373 0.6026
-0.9135 -0.0950 -1.4476
-1.3141 -0.5495 0.7771
-0.0460 0.2699 -0.5636
0.5535 0.2257 -1.3985
0.0402 0.6554 -0.9019
0.9292 -0.2940 0.3444
0.2300 -0.3387 -0.8529
0.3812 1.0089 -0.8513
0.7333 0.6099 0.3999
-0.8228 -0.7153 -0.3396
-0.4948 0.4552 0.9096
-0.2366 -1.0345 -1.2513
1.4110 -1.4051 1.1945
-0.5086 2.1241 -1.6858
1.0331 1.5331 -0.3830
-0.8316 -1.1403 1.2056
-0.2123 0.3811 -0.5519
0.2921 0.2374 -0.5804
-0.2827 0.1200 0.4603
0.6992 0.2987 -0.1750
-1.0216 -0.2823 0.5397
-0.0507 -0.2950 0.2764
0.0924 -0.4448 0.0161
-0.7929 -0.2795 1.0734
0.3447 -0.4522 0.1836
0.3971 0.4306 0.1232
-0.0024 0.0603 -0.8965
-0.1604 -1.6598 -0.3545
-0.9219 -0.0444 -0.9718
0.9753 -0.3854 2.1702
-1.7323 -0.4278 -0.4030
-1.6862 -0.6681 -1.0526
-0.9748 1.3945 -0.2745
-0.0406 0.7181 0.0235
0.9238 0.2292 -0.2463
0.1091 0.1772 0.3647
0.3143 0.1188 -0.4367
0.5497 0.0659 -0.4310
0.2461 0.2729 -0.5884
0.5733 -0.1356 0.0807
0.3818 1.2308 1.3049
0.1684 0.1494 0.0466
0.5606 -1.5419 0.3482
0.8082 0.2293 0.3466
-1.7403 0.7733 -0.2157
-0.8792 -0.2994 1.0932
2.3047 -0.5293 0.1797
0.2125 0.7732 -0.2718
-0.6049 -1.2246 -0.3638
0.7564 0.6630 0.3009
0.4631 0.0351 -0.3231
0.2504 0.1133 0.1393
0.8626 -0.4465 0.0307
-0.5269 0.3400 -0.6432
-0.9129 -1.2210 -0.4701
-0.8477 0.0357 0.1322
0.0029 -0.2498 -0.1611
0.2816 1.2361 0.1167
0.5056 -0.2110 0.8344
-0.0631 -0.1530 -0.5136
-0.0389 0.2456 0.1407
-0.6598 -1.4183 -1.3008
0.1466 -0.2639 0.3332
1.5178 -0.1571 0.3155
-0.4752 1.3282 -0.7069
1.2766 0.6108 -0.0022
-0.9049 -2.8582 -1.0319
0.0751 -1.6220 0.5996
0.4610 0.5383 0.6035
1.5311 1.1728 0.7102
-1.0757 1.1775 -0.0417
0.5347 -0.0638 0.3805
0.3686 0.0590 0.3777
-0.5011 -0.0030 0.5523
-0.1452 0.2068 -0.3348
0.0249 -0.4785 0.2482
-0.2311 -0.3163 0.1953
-0.3995 0.2225 0.3687
-0.0400 0.6078 -0.0793
0.1354 0.6312 0.3376
-0.0469 -0.0442 0.0944
0.1355 1.6050 -0.9982
-0.7694 -0.1511 -0.4340
-0.4771 -0.9119 0.4340
-0.3576 -0.0745 -0.3827
0.8523 -0.3582 -0.4077
-0.6129 0.2071 0.2635
1.0275 -0.3895 2.4369
-0.9119 0.4492 -2.6960
0.0616 -0.6008 -0.0874
1.5022 -0.3797 -0.7534
0.4879 -1.8106 -0.8720
-0.9857 0.9411 0.3375
0.6884 -1.4702 -1.3997
-0.2311 0.2795 0.3539
-0.5519 -0.1982 0.5928
0.6498 0.3754 -0.8383
-0.0872 1.0704 -0.2253
-0.5136 -1.1791 0.2331
0.3359 -0.3622 0.2924
0.5629 0.2048 0.1635
-0.7438 0.1217 0.2264
-0.7408 0.5686 -0.1024
-0.0973 0.5295 0.7823
0.3570 0.0957 0.4324
-0.8603 0.8894 -0.1963
-0.5142 0.2307 0.2342
-0.2716 -0.0911 0.7837
0.6659 1.0413 0.3966
-1.2982 -1.2893 -2.0638
0.2249 1.4265 -0.4148
0.1693 0.7468 0.7757
-1.9984 0.4075 -0.2044
1.7076 -0.5271 0.0085
0.0513 0.8886 -1.8043
-1.8882 0.7880 -0.7541
0.2748 -0.1567 -0.3194
-0.2171 0.7272 -1.9524
-0.0256 0.4661 -0.2327
0.7310 -1.0849 1.5276
0.0414 0.8640 1.0297
0.1669 -0.0091 -0.7761
0.5328 -0.4845 0.5535
0.9798 -0.1612 0.1544
0.2976 -1.0743 -0.4246
-1.1043 0.3051 0.6393
0.5239 -0.2956 1.3324
-0.8890 0.0476 0.2001
1.1931 0.2126 0.1357
0.6617 -0.8431 0.2171
0.4044 -0.5912 1.0052
-0.7970 -0.3216 0.8227
0.2279 0.1406 0.4948
0.1387 2.6976 -0.5147
-0.1509 -0.6659 -1.3379
-0.8449 1.1951 1.6797
0.5929 -2.1543 0.7368
-0.6288 1.3447 0.1038
0.6479 0.7708 -0.8903
-0.9313 -0.5862 0.7024
0.8368 -0.1577 -0.2831
-0.7018 0.9437 0.1365
0.1314 -0.2828 -0.3556
0.3443 -1.5288 0.1875
-0.1208 -0.6927 0.1542
-0.1271 -0.4091 0.2421
-0.1989 0.6055 -0.5720
0.0189 0.1637 -0.4713
0.0008 -0.2756 0.1444
0.2128 -0.5048 0.4858
-0.8923 -0.2040 0.6290
0.6476 -0.0255 -0.5044
0.4933 0.3651 0.1858
0.1523 0.4049 -0.8356
-0.1591 0.2544 -0.1960
-0.3844 -0.9852 0.0915
1.0113 -0.2411 0.2695
-2.1517 -0.4304 0.6525
1.3306 -0.1073 0.9015
-0.3639 1.9891 -0.3609
-1.7219 0.7351 -0.8148
1.2795 0.1774 0.0790
-2.1407 0.9022 -1.6870
1.3849 0.0589 -1.3788
1.7169 -1.0437 1.2728
-0.9981 1.2956 -0.7998
1.3434 0.9060 -0.4066
0.2271 -0.7125 -0.8037
0.0075 0.1732 -0.2992
0.0506 -0.2588 -0.1554
0.1294 -0.8429 0.7400
-0.0220 -0.7748 0.8248
0.9982 -0.3685 0.2570
-0.4926 0.0132 0.0572
0.1260 -0.8924 0.2456
0.0100 0.0889 0.4024
-0.6833 -0.1016 0.6498
-0.1645 0.0557 0.4305
0.3654 0.2466 -0.0325
-0.1452 0.0705 0.5091
-0.2959 -1.0222 -0.1924
-1.0017 0.4097 -0.9096
-1.0488 0.6754 -0.6644
1.8179 -2.1661 -1.2081
-1.3251 0.1934 0.1505
0.2480 -0.3343 0.2747
-0.0728 -0.2023 0.6011
-0.4660 0.6618 0.3043
0.5113 0.7372 0.6613
0.6139 -0.3067 0.6250
0.9005 0.0550 0.1738
-1.3822 -0.1861 1.0573
0.6612 -0.6232 -0.8240
-0.1665 1.9153 -0.8684
0.3696 -0.4381 0.1534
1.3093 0.3619 -0.9172
0.1488 0.1491 0.5110
-0.1272 -0.8177 0.4194
-0.6609 -0.0324 0.2260
0.2142 -0.2186 0.1355
-0.5730 0.0899 0.0429

The gap between HOMO and LUMO comes out at 9.1 eV. For the relative energy (zero: lowest compared OMol25 entry of this formula, charge and spin), the calculation gives 368.5 kJ/mol. Its structure (SMILES) is COC[C@H](C)N.COC[C@H](C)N.COC[C@H](C)N.COC[C@H](C)N.COC[C@H](C)N.COCCNCCOC.COCCNCCOC.COCCNCCOC.COCCNCCOC.COCCNCCOC.OCCO.OCCO. As for the LUMO energy: 0.5 eV. The total energy is -112090.5963 eV. The calculation puts the HOMO energy at -8.59 eV.